--- A ---
{"formula": "C7H8", "method": "ωB97M-V/def2-TZVPD", "homo_lumo_gap_ev": 8.874, "charge": 0, "e_lumo_ev": -0.2, "species": ["C", "C", "C", "C", "C", "C", "C", "H", "H", "H", "H", "H", "H", "H", "H"], "positions_angstrom": [[-0.30, -1.38, -0.56], [-0.19, -2.24, -1.54], [0.99, -1.07, 0.08], [2.09, -1.75, 0.45], [0.53, 0.30, 0.39], [-0.91, -0.20, 0.15], [-1.79, 0.90, -0.63], [2.83, -1.28, 1.04], [2.20, -2.77, 0.10], [0.62, 0.79, 1.39], [1.03, 0.91, -0.30], [-1.33, -0.36, 1.08], [-1.18, 1.42, -1.37], [-1.89, 1.65, 0.17], [-2.77, 0.46, -0.97]], "mulliken_charge": [0.227, -0.622, 0.501, -0.903, -0.820, 0.325, -1.164, 0.307, 0.272, 0.313, 0.313, 0.291, 0.317, 0.324, 0.317]}

---

--- B ---
{"formula": "C7H8", "method": "ωB97M-V/def2-TZVPD", "homo_lumo_gap_ev": 9.427, "charge": 0, "smiles": "C#CC(C)=C=CC", "e_lumo_ev": 0.6, "species": ["C", "C", "C", "C", "C", "C", "C", "H", "H", "H", "H", "H", "H", "H", "H"], "positions_angstrom": [[-0.31, 0.09, -1.84], [-0.28, -0.62, -0.51], [0.03, 1.38, 1.37], [-1.15, -0.35, 0.46], [-1.36, 0.46, 1.47], [0.80, -1.53, -0.26], [1.74, -2.27, -0.08], [-0.68, -0.60, -2.61], [0.70, 0.41, -2.13], [-0.96, 0.97, -1.80], [-0.10, 1.75, 0.36], [0.76, 0.58, 1.47], [0.49, 2.23, 1.91], [-2.24, 0.45, 2.12], [2.55, -2.96, 0.07]], "mulliken_charge": [-1.170, 0.150, -0.795, -0.132, -0.419, -0.451, 0.259, 0.368, 0.340, 0.302, 0.193, 0.213, 0.354, 0.363, 0.425]}

---

--- C ---
{"formula": "C7H8", "method": "ωB97M-V/def2-TZVPD", "homo_lumo_gap_ev": [7.758, 7.758], "charge": 0, "e_lumo_ev": [-0.7, -0.7], "species": ["C", "C", "C", "C", "C", "C", "C", "H", "H", "H", "H", "H", "H", "H", "H"], "positions_angstrom": [[1.13, 1.01, 0.53], [0.21, 0.08, -0.24], [-1.10, 0.46, -0.78], [-1.28, -0.29, 0.53], [-1.78, 0.48, 1.68], [0.95, -0.99, -0.95], [1.60, -1.80, -1.57], [1.95, 1.42, -0.08], [0.54, 1.82, 0.95], [1.60, 0.46, 1.35], [-1.39, -1.37, 0.49], [-1.32, 1.52, -0.69], [-1.43, -0.03, -1.69], [-1.84, -0.23, 2.55], [2.16, -2.56, -2.09]], "mulliken_charge": [-1.466, 1.056, -0.777, -0.105, -0.790, -0.961, 0.245, 0.379, 0.420, 0.309, 0.436, 0.313, 0.320, 0.177, 0.445]}

---

Relative to the most stable structure, the computed energies are A 81.2; B 0.0; C 155.4, all in kJ/mol.

---

--- A ---
{"formula": "CH3Cl2N3O", "method": "ωB97M-V/def2-TZVPD", "homo_lumo_gap_ev": [8.829, 5.583], "charge": 0, "e_lumo_ev": [-0.5, -2.0], "species": ["C", "N", "N", "N", "O", "Cl", "Cl", "H", "H", "H"], "positions_angstrom": [[0.21, -0.55, 0.58], [0.66, -1.53, 1.17], [-0.01, 0.67, 0.63], [-0.01, -0.25, -2.55], [0.18, 1.53, 1.76], [-0.27, 1.44, -2.36], [-1.48, -1.18, -2.28], [0.51, -2.40, 0.78], [-0.23, 1.39, -0.25], [0.44, 0.87, 2.52]], "mulliken_charge": [0.397, -0.596, 0.027, -0.052, -0.479, -0.058, -0.002, 0.259, 0.171, 0.334]}

---

--- B ---
{"formula": "CH3Cl2N3O", "method": "ωB97M-V/def2-TZVPD", "homo_lumo_gap_ev": [7.946, 7.939], "charge": 0, "e_lumo_ev": [-0.5, -0.5], "species": ["C", "N", "N", "N", "O", "Cl", "Cl", "H", "H", "H"], "positions_angstrom": [[-0.44, 1.29, -1.68], [-0.43, -1.25, 1.20], [-0.49, -0.40, 0.29], [0.78, -1.56, 1.69], [-1.41, 0.12, -0.36], [-0.52, 2.90, -0.96], [1.20, 0.69, -1.46], [-0.92, 1.34, -2.60], [1.57, -0.97, 1.37], [0.65, -2.17, 2.52]], "mulliken_charge": [0.068, -0.651, 0.691, -0.333, -0.434, -0.111, -0.083, 0.356, 0.213, 0.285]}

---

Relative to the most stable structure, the computed energies are A 152.7; B 0.0, all in kJ/mol.

---

--- A ---
{"formula": "C7H7NO4", "method": "ωB97M-V/def2-TZVPD", "homo_lumo_gap_ev": 9.204, "charge": 0, "smiles": "O=[N+]([O-])[C@]12C=CC=C[C@H]1OCO2", "e_lumo_ev": -0.2, "species": ["C", "C", "C", "C", "C", "C", "C", "N", "O", "O", "O", "O", "H", "H", "H", "H", "H", "H", "H"], "positions_angstrom": [[0.59, -1.19, 1.77], [1.16, 0.09, 1.87], [-0.06, -1.66, 0.71], [0.99, 0.95, 0.84], [-2.15, 0.32, -0.83], [-0.23, -0.92, -0.61], [0.20, 0.59, -0.35], [1.04, 1.11, -1.59], [0.48, 1.82, -2.35], [2.20, 0.73, -1.64], [-1.46, -0.78, -1.26], [-1.19, 1.36, -0.47], [0.73, -1.75, 2.60], [1.66, 0.48, 2.70], [-0.34, -2.69, 0.73], [1.25, 2.05, 0.90], [-2.54, 0.64, -1.78], [-2.83, 0.27, 0.05], [0.50, -1.43, -1.30]], "mulliken_charge": [-0.228, -0.496, -1.015, -0.764, -0.149, 0.046, 1.111, 0.882, -0.535, -0.571, -0.399, -0.425, 0.517, 0.476, 0.404, 0.281, 0.250, 0.283, 0.333]}

---

--- B ---
{"formula": "C7H7NO4", "method": "ωB97M-V/def2-TZVPD", "homo_lumo_gap_ev": 8.460, "charge": 0, "e_lumo_ev": 0.0, "species": ["C", "C", "C", "C", "C", "C", "C", "H", "H", "H", "H", "H", "H", "H", "N", "O", "O", "O", "O"], "positions_angstrom": [[-1.68, -0.50, -0.02], [-0.22, -0.35, -0.02], [0.59, -1.37, -0.03], [1.95, -1.40, 0.03], [2.54, -0.06, -0.09], [1.77, 1.05, 0.09], [0.48, 0.94, -0.01], [-3.93, -0.95, 0.05], [-2.25, 1.59, 0.27], [0.08, -2.32, 0.11], [2.50, -2.27, 0.23], [4.43, -0.97, -0.13], [2.48, 2.04, 0.06], [0.55, 2.59, -0.02], [-2.43, 0.54, -0.04], [-3.81, 0.29, -0.06], [-2.13, -1.61, 0.06], [3.84, 0.07, -0.02], [-0.33, 2.09, 0.03]], "mulliken_charge": [0.773, -0.364, -0.337, -0.829, 0.820, -0.528, 0.755, 0.445, 0.331, 0.382, 0.334, 0.393, 0.166, 0.265, 0.029, -0.610, -0.807, -0.651, -0.567]}

---

Relative to the most stable structure, the computed energies are A 42.2; B 0.0, all in kJ/mol.

---

--- A ---
{"formula": "C5H10NO", "method": "ωB97M-V/def2-TZVPD", "homo_lumo_gap_ev": 10.518, "charge": 1, "smiles": "C=C(C=O)[NH+](C)C", "e_lumo_ev": -4.6, "species": ["C", "C", "C", "C", "C", "N", "O", "H", "H", "H", "H", "H", "H", "H", "H", "H", "H"], "positions_angstrom": [[-0.96, 0.09, 1.68], [-2.04, 0.21, -0.60], [-0.83, 0.11, 0.34], [1.21, 1.26, -0.39], [1.13, -1.27, -0.16], [0.36, -0.07, -0.42], [-1.97, 0.01, -1.78], [-0.17, -0.07, 2.45], [-2.03, 0.06, 1.89], [-3.00, 0.22, -0.10], [0.88, 1.89, 0.40], [2.17, 0.91, -0.27], [1.24, 1.67, -1.39], [0.85, -1.68, 0.83], [0.88, -2.00, -0.92], [2.18, -1.17, -0.06], [0.08, -0.17, -1.50]], "mulliken_charge": [-0.652, -0.046, 0.152, -0.753, -0.823, 0.088, -0.438, 0.358, 0.219, 0.358, 0.325, 0.380, 0.342, 0.317, 0.321, 0.355, 0.497]}

---

--- B ---
{"formula": "C5H10NO", "method": "ωB97M-V/def2-TZVPD", "homo_lumo_gap_ev": [7.790, 8.630], "charge": 1, "e_lumo_ev": [-4.7, -4.3], "species": ["C", "C", "C", "C", "C", "N", "O", "H", "H", "H", "H", "H", "H", "H", "H", "H", "H"], "positions_angstrom": [[-1.17, 1.58, -0.22], [-0.45, 0.89, 0.96], [0.87, 0.34, 0.80], [-1.52, -0.20, 0.47], [1.45, 0.14, -0.58], [-1.10, -1.68, 0.16], [-1.82, 0.39, -0.64], [-2.02, 2.34, 0.10], [-0.37, 1.98, -0.91], [-0.67, 1.25, 1.96], [1.24, -0.17, 1.68], [0.67, -0.39, -1.30], [2.41, -0.39, -0.39], [1.53, 1.21, -1.01], [-0.45, -2.12, 0.78], [-0.56, -1.71, -0.73], [-2.07, -2.09, -0.02]], "mulliken_charge": [-0.373, 0.317, -0.724, -0.215, -0.947, -0.240, -0.268, 0.308, 0.225, 0.409, 0.525, 0.301, 0.289, 0.279, 0.355, 0.338, 0.420]}

---

Relative to the most stable structure, the computed energies are A 0.0; B 305.9, all in kJ/mol.

---

--- A ---
{"formula": "C5H10NO", "method": "ωB97M-V/def2-TZVPD", "homo_lumo_gap_ev": 11.315, "charge": 1, "smiles": "O=C[C@H]1CCC[NH2+]1", "e_lumo_ev": -3.6, "species": ["O", "C", "C", "N", "C", "C", "C", "H", "H", "H", "H", "H", "H", "H", "H", "H", "H"], "positions_angstrom": [[1.06, 0.70, 1.68], [1.10, -0.44, 1.34], [0.52, -0.87, -0.06], [0.69, 0.43, -0.87], [-0.72, 0.75, -1.59], [-1.60, 0.32, -0.44], [-1.05, -1.02, 0.12], [1.26, -1.27, 2.04], [1.19, -1.63, -0.51], [1.57, 0.40, -1.37], [0.85, 1.22, -0.23], [-0.55, 0.11, -2.45], [-0.68, 1.83, -1.78], [-1.51, 0.95, 0.45], [-2.65, 0.31, -0.82], [-1.21, -1.14, 1.19], [-1.36, -1.91, -0.42]], "mulliken_charge": [-0.435, -0.089, -0.089, -0.355, -0.443, -0.488, -0.753, 0.430, 0.407, 0.324, 0.408, 0.324, 0.358, 0.287, 0.352, 0.432, 0.330]}

---

--- B ---
{"formula": "C5H10NO", "method": "ωB97M-V/def2-TZVPD", "homo_lumo_gap_ev": 4.475, "charge": 1, "e_lumo_ev": -8.9, "species": ["O", "C", "C", "C", "C", "C", "N", "H", "H", "H", "H", "H", "H", "H", "H", "H", "H"], "positions_angstrom": [[0.87, 2.94, 2.00], [0.60, 2.74, 0.85], [0.69, 1.36, 0.25], [-0.58, 0.55, 0.21], [-0.53, -0.83, -0.39], [0.56, -1.73, -0.39], [-1.61, -1.09, -1.27], [-0.11, 3.40, 0.32], [0.96, 1.52, -0.81], [1.55, 0.79, 0.62], [-1.41, 1.08, -0.32], [-0.90, 0.22, 1.22], [1.28, -1.49, 0.39], [0.96, -2.24, -1.28], [1.53, -3.90, 0.98], [-1.37, -2.04, -1.62], [-2.48, -1.28, -0.77]], "mulliken_charge": [-0.396, -0.150, -0.556, -0.346, 0.373, -1.008, -0.465, 0.333, 0.341, 0.389, 0.328, 0.317, 0.515, 0.355, 0.294, 0.339, 0.338]}

---

--- C ---
{"formula": "C5H10NO", "method": "ωB97M-V/def2-TZVPD", "homo_lumo_gap_ev": 8.239, "charge": 1, "e_lumo_ev": -3.7, "species": ["C", "C", "C", "C", "C", "N", "O", "H", "H", "H", "H", "H", "H", "H", "H", "H", "H"], "positions_angstrom": [[-0.07, -0.33, 0.50], [0.59, 1.86, -0.39], [0.80, -0.32, 1.70], [-0.85, 0.61, -1.81], [-0.07, 0.58, -0.53], [-1.06, -1.49, 0.58], [1.79, 2.13, -0.61], [1.05, -1.37, 1.91], [1.68, 0.11, 1.44], [0.27, 0.10, 2.58], [-1.06, -0.48, -2.23], [-1.63, 1.37, -1.75], [-0.15, 1.14, -2.45], [-1.92, -1.35, 0.02], [-1.25, -1.60, 1.66], [-0.65, -2.41, 0.30], [2.53, 1.43, -0.91]], "mulliken_charge": [0.322, -0.531, -1.616, -1.310, 0.742, -0.282, -0.221, 0.452, 0.453, 0.349, 0.361, 0.375, 0.376, 0.372, 0.442, 0.372, 0.343]}

---

Relative to the most stable structure, the computed energies are A 0.0; B 697.5; C 328.5, all in kJ/mol.

---

--- A ---
{"formula": "C5H10NO", "method": "ωB97M-V/def2-TZVPD", "homo_lumo_gap_ev": 11.436, "charge": 1, "smiles": "O=C[C@H]1CCC[NH2+]1", "e_lumo_ev": -3.7, "species": ["O", "C", "C", "N", "C", "C", "C", "H", "H", "H", "H", "H", "H", "H", "H", "H", "H"], "positions_angstrom": [[2.06, 1.19, 0.14], [1.65, 0.36, 0.90], [0.69, -0.72, 0.45], [0.48, -0.50, -1.04], [-0.62, 0.54, -1.19], [-1.28, 0.66, 0.20], [-0.75, -0.57, 0.96], [1.93, 0.33, 1.97], [1.04, -1.74, 0.60], [0.24, -1.34, -1.57], [1.35, -0.11, -1.43], [-1.28, 0.23, -2.00], [-0.15, 1.47, -1.49], [-0.90, 1.55, 0.71], [-2.36, 0.61, 0.08], [-0.79, -0.51, 2.05], [-1.30, -1.46, 0.65]], "mulliken_charge": [-0.426, -0.073, -0.045, -0.224, -0.635, -0.491, -0.804, 0.390, 0.419, 0.392, 0.347, 0.433, 0.282, 0.319, 0.350, 0.409, 0.358]}

---

--- B ---
{"formula": "C5H10NO", "method": "ωB97M-V/def2-TZVPD", "homo_lumo_gap_ev": 9.707, "charge": 1, "e_lumo_ev": -5.0, "species": ["C", "C", "C", "C", "C", "N", "O", "H", "H", "H", "H", "H", "H", "H", "H", "H", "H"], "positions_angstrom": [[1.31, 0.27, 0.37], [0.27, 0.71, 1.33], [-0.87, -0.59, -0.61], [-0.13, 0.56, -0.16], [-0.51, -1.93, -0.12], [-0.22, 1.73, -1.05], [-1.66, -0.55, -1.66], [2.07, 1.00, 0.26], [1.81, -0.63, 0.36], [-0.25, -0.16, 1.96], [-0.05, 1.69, 1.67], [-1.37, -2.49, 0.21], [0.36, -1.94, 0.68], [-0.43, -2.64, -0.92], [-1.65, 0.40, -2.08], [0.51, 2.00, -1.69], [-0.53, 2.47, -0.44]], "mulliken_charge": [-0.941, -0.367, 0.445, 1.025, -1.118, -0.659, -0.465, 0.301, 0.209, 0.227, 0.324, 0.396, 0.243, 0.393, 0.464, 0.255, 0.271]}

---

Relative to the most stable structure, the computed energies are A 0.0; B 218.3, all in kJ/mol.